78
Properties=species:S:1:pos:R:3:lowdin_charge:R:1 method="wB97M-V/def2-TZVPD" multiplicity=2 homo_lumo_gap_ev="6.76 / 7.80" e_above_lowest_kcal_mol=22.67 charge=+1 s2=0.838
I -0.5263 -1.5322 2.0774 1.307
Fe 0.3324 0.4985 0.1215 0.267
S 1.7623 2.1510 -0.5389 0.864
P 0.7313 -2.0775 -1.0989 1.087
O -3.3380 1.8432 -1.0098 0.070
N 2.3080 0.0339 0.6474 -0.107
N -0.1355 0.9038 -2.0881 -0.008
N -1.4662 1.0745 0.0788 -0.074
N 0.2291 1.4409 1.9580 -0.039
C 1.0259 -2.4985 -3.9146 -0.099
C 4.9872 0.4146 1.1617 -0.041
C 0.4222 -4.7273 -1.5446 -0.100
C -2.3512 -3.7576 2.3164 -0.170
C 3.4146 -1.5804 -1.7432 -0.114
C -1.0436 -6.3702 -0.6575 -0.015
C 0.2029 1.1890 -4.4319 -0.027
C -2.1891 1.4293 -1.0034 -0.471
C -1.2488 2.7444 3.3129 0.014
C -2.4902 -5.8513 1.2078 -0.023
C -2.9470 -5.0231 2.1820 -0.061
C 2.5264 -2.4635 -1.1280 -0.382
C 1.0608 2.6145 3.8674 -0.026
C 0.6490 0.8649 -3.1660 -0.167
C 0.1928 -2.1721 -2.8496 -0.394
C -1.3662 -3.3384 1.4631 -0.577
C -1.1688 -1.9835 -3.0859 -0.103
C 0.5091 -2.6170 -5.1994 -0.068
C 2.9262 1.1515 0.2441 -0.716
C -1.6855 -2.1118 -4.3639 -0.066
C 4.3398 -0.7466 1.5915 -0.048
C -1.9301 1.6588 -3.4833 0.025
C -1.0059 1.8978 2.2430 -0.261
C -1.1151 1.5880 -4.5974 -0.025
C 0.0406 -3.7607 -0.6360 -0.284
C -2.0817 1.4025 1.3436 -0.191
C 4.7846 -1.7824 -1.6816 -0.067
C 1.2358 1.7916 2.7785 -0.104
C 4.2799 1.3858 0.4872 -0.060
C -0.9064 -4.1245 0.3723 -0.187
C 3.0002 -0.8964 1.3214 -0.167
C 5.2984 -2.8705 -0.9886 -0.073
C -0.2040 3.1171 4.1335 -0.023
C 3.0589 -3.5411 -0.4196 -0.095
C -0.0831 -6.0341 -1.5583 -0.039
C -1.3934 1.3101 -2.2579 -0.188
C -0.8444 -2.4229 -5.4265 -0.072
C 4.4309 -3.7458 -0.3549 -0.066
C -1.4772 -5.4368 0.3090 -0.150
H -2.5286 0.5198 1.8172 0.088
H -2.8914 -6.8513 1.0954 0.121
H -2.7460 -1.9673 -4.5317 0.113
H 4.7381 2.3076 0.1549 0.117
H 5.4511 -1.0862 -2.1769 0.114
H -1.8350 -1.7426 -2.2618 0.115
H 1.1344 -4.4712 -2.3164 0.101
H -1.4928 -7.3562 -0.6586 0.122
H 0.8866 1.1325 -5.2682 0.118
H 1.6802 0.5920 -3.0021 0.084
H -2.8869 2.1216 1.2083 0.131
H 1.9109 2.8615 4.4877 0.118
H 2.2140 1.3944 2.5640 0.104
H -3.7279 -5.3263 2.8667 0.115
H -1.4920 1.8509 -5.5776 0.120
H 2.4029 -4.2371 0.0854 0.107
H -0.3684 3.7853 4.9691 0.122
H -2.2562 3.1005 3.4808 0.130
H -2.9609 1.9835 -3.5166 0.129
H 6.0413 0.5546 1.3673 0.120
H 0.2659 -6.7402 -2.3001 0.116
H -1.2477 -2.5221 -6.4268 0.109
H 3.0472 -0.7098 -2.2711 0.090
H 2.0825 -2.6730 -3.7514 0.102
H 4.8709 -1.5234 2.1233 0.117
H 4.8185 -4.5952 0.1942 0.112
H 2.4565 -1.7749 1.6385 0.072
H 6.3681 -3.0320 -0.9437 0.111
H 1.1679 -2.8735 -6.0199 0.109
H -2.6676 -3.1146 3.1279 0.083

=====

89
Properties=species:S:1:pos:R:3:lowdin_charge:R:1 method="wB97M-V/def2-TZVPD" multiplicity=2 homo_lumo_gap_ev="3.20 / 6.53" e_above_lowest_kcal_mol=17.26 charge=-2 s2=0.767
Sc -1.0124 -0.1973 0.9485 0.863
S 1.3613 -1.4050 1.4626 0.586
S 4.2678 -1.1740 1.1778 0.834
P -3.5651 1.4905 0.4943 0.182
F -6.3504 -6.6453 1.0161 0.126
F -1.9520 1.8276 0.8488 -0.211
F -1.8422 -1.8731 1.1928 -0.408
F -2.9278 0.2086 -0.3640 -0.191
F -5.0436 1.0643 0.0942 -0.116
F -5.1546 -8.1339 -0.0080 0.114
F -3.5747 0.5318 1.7712 -0.126
F -4.4322 -7.2192 1.8185 0.136
F -4.0335 2.7296 1.3583 -0.104
F -3.4272 2.4062 -0.8085 -0.112
O -0.0596 -0.0119 -0.8158 -0.228
N 1.6864 1.8307 1.1128 0.103
N -5.1144 5.2851 -3.9710 0.129
N 2.7776 0.9609 1.0638 -0.076
N -0.8957 0.3731 3.0811 -0.133
C -2.2708 -1.8005 -2.9289 0.014
C 5.1580 -0.2102 -0.0748 -0.448
C -3.2563 -3.8193 -1.5549 -0.208
C -4.0010 -6.1106 -1.4200 -0.024
C 3.1078 1.2386 -3.1631 -0.131
C 7.5779 0.4884 0.0720 -0.064
C 6.2552 0.6662 0.4649 -0.284
C -4.2637 -4.6386 0.4673 0.009
C 1.6355 1.5734 -1.2769 -0.136
C 6.9583 2.5192 1.8438 -0.092
C -3.6771 -3.6052 -0.2402 0.010
C -2.4496 3.0216 -3.7192 -0.028
C -0.1280 -0.6836 5.1417 -0.089
C -0.4680 1.5688 3.6289 -0.188
C -5.0848 -6.9671 0.6685 -0.582
C -2.6912 -2.7349 -2.3077 0.044
C 5.9557 1.6910 1.3655 -0.041
C 2.6647 -0.3046 1.2241 -1.078
C -4.5602 1.8533 -3.7052 -0.030
C 0.4022 0.5317 5.6550 -0.321
C 1.1859 0.6110 6.9248 -0.115
C -1.7857 1.8079 -3.6520 -0.009
C 0.2996 3.4082 -0.0624 -0.026
C -4.4313 -5.8829 -0.1246 -0.143
C 2.6580 2.0163 -2.0987 -0.056
C 1.2435 2.2478 -0.0118 -0.323
C 0.9835 0.3447 -1.5268 -0.371
C -3.8860 0.6465 -3.6472 -0.019
C -3.8386 3.0417 -3.7634 -0.252
C 0.1511 1.6728 4.8398 -0.088
C 8.2796 2.3361 1.4432 -0.124
C -4.5398 4.2966 -3.8673 -0.191
C 8.5874 1.3152 0.5567 -0.116
C -3.4129 -5.0771 -2.1334 -0.024
C 2.5486 -0.0184 -3.3514 -0.110
C -0.7687 -0.7108 3.9420 -0.229
C -1.7294 -0.6892 -3.7065 -0.129
C 1.5143 -0.4701 -2.5420 -0.033
C -2.4966 0.6135 -3.6439 -0.199
H -4.5796 -4.4705 1.4894 0.130
H 3.9177 1.5846 -3.7940 0.083
H 0.0000 3.6995 0.9445 0.073
H 5.5610 -0.8986 -0.8202 0.066
H 0.8007 4.2547 -0.5472 0.080
H 2.9330 -0.6684 -4.1313 0.091
H -1.1846 -1.6376 3.5656 0.078
H -1.8951 3.9500 -3.7217 0.118
H -1.6736 -1.0010 -4.7542 0.130
H -0.7091 -0.5019 -3.3900 0.075
H 0.4636 2.6618 5.1701 0.087
H -4.1240 -7.0846 -1.8726 0.110
H 7.8198 -0.3087 -0.6252 0.101
H -3.4997 -2.6442 0.2250 0.098
H 9.0609 2.9838 1.8249 0.086
H -5.6421 1.8802 -3.6978 0.118
H -0.5894 3.1720 -0.6523 0.069
H 0.8558 -0.1432 7.6521 0.057
H 1.0697 1.5928 7.4036 0.056
H 3.1408 2.9632 -1.8755 0.112
H -4.4402 -0.2835 -3.5853 0.120
H 6.7089 3.3136 2.5388 0.096
H -3.0740 -5.2365 -3.1480 0.111
H 2.2706 0.4592 6.7922 0.062
H 1.1093 -1.4687 -2.6576 0.116
H -0.6219 2.4499 3.0165 0.078
H -0.7027 1.7829 -3.5944 0.120
H -0.0484 -1.6124 5.7044 0.091
H 4.9207 1.8112 1.6754 0.097
H 4.4044 0.4064 -0.5655 0.060
H 9.6128 1.1573 0.2407 0.088

=====

87
Properties=species:S:1:pos:R:3:lowdin_charge:R:1 method="wB97M-V/def2-TZVPD" homo_lumo_gap_ev=7.28 charge=0 smiles="O=C1C=CC(=O)C=C1.O=C1C=CC(=O)C=C1.O=C1C=CC(=O)C=C1.O=C1C=CC(=O)C=C1.O=C1C=CC(=O)C=C1.O=C1C=CC(=O)C=C1.NCCCB(F)Cl"
Cl -0.8955 -0.7951 -2.6903 0.794
F -1.7463 -2.4392 -0.8050 0.136
O -1.7314 -3.8752 7.1625 0.090
O -2.6100 0.0147 6.0397 0.101
O -1.7456 -4.9499 1.9072 0.099
O 2.2306 3.1819 -7.2169 0.099
O -6.0637 -0.8344 7.2821 0.109
O 0.4974 2.0871 9.7886 0.108
O 2.8976 -0.2359 -3.2272 0.091
O -1.1987 2.3779 -4.3138 0.089
O 9.1862 6.2638 -9.2315 0.112
O 1.0619 -1.6920 4.9894 0.078
O 5.8456 4.4943 -5.5256 0.089
O -5.7694 4.0924 -2.2667 0.110
N -1.0347 -6.2292 -1.1674 0.004
C -1.8954 0.4959 6.8969 -0.372
C 0.0322 -2.0451 2.8993 0.036
C 0.4324 -2.4439 4.2701 -0.365
C -3.5832 -3.0126 5.9833 0.019
C -2.2461 2.7725 -3.8456 -0.376
C -0.2096 1.6140 8.9262 -0.384
C -2.5033 2.7138 -2.3851 0.015
C 8.4220 5.8582 -8.3846 -0.384
C -2.7338 -3.1897 7.1853 -0.373
C 3.8431 1.4474 -4.5786 0.026
C -1.0975 -4.2035 2.6123 -0.372
C 6.6695 4.2720 -7.7215 0.027
C -1.8462 -5.5979 -2.1985 -0.272
C -3.6519 3.1428 -1.8699 0.025
C 3.6765 2.3091 -5.5790 0.022
C 6.6109 4.8989 -6.3774 -0.367
C -4.7238 3.6997 -2.7346 -0.385
C -4.2298 -1.7214 8.4579 0.010
C -0.1626 -3.6031 -2.3226 -0.145
C -1.6864 1.7901 8.9661 0.025
C 1.4556 0.6424 -4.8665 -0.004
C -2.4696 1.2703 8.0252 0.015
C 8.3599 6.4846 -7.0387 0.024
C 7.5098 4.7163 -8.6515 0.026
C 0.0154 -3.7802 4.7547 0.015
C -4.4642 3.7576 -4.1965 0.023
C 2.3812 2.3989 -6.3013 -0.375
C -5.0767 -1.5359 7.2513 -0.394
C -3.1441 -2.4877 8.4270 0.019
C -4.6693 -2.2471 6.0136 0.019
C -1.1349 -4.5470 -3.0791 -0.188
C -0.7016 -4.5953 3.9863 0.016
C -0.6787 -2.8624 2.1266 0.038
C 7.5192 6.0402 -6.1090 0.023
C -3.3156 3.3284 -4.7112 0.024
C -0.4239 0.3208 6.8516 0.033
C 2.7460 0.5484 -4.1422 -0.382
C 0.3582 0.8386 7.7949 0.035
C 1.2845 1.4994 -5.8674 0.011
B -0.9559 -2.3482 -1.8743 -0.954
H -1.3347 -6.0053 -0.2311 0.038
H -0.6313 -5.0102 -3.9296 0.108
H 0.6884 -3.3240 -2.9444 0.101
H 0.3472 -1.0614 2.5739 0.125
H -1.9286 -3.9344 -3.5250 0.104
H -3.5472 1.3828 8.0324 0.123
H -0.9852 -2.5993 1.1247 0.097
H -5.2599 4.1668 -4.8058 0.122
H -3.1029 3.3614 -5.7722 0.123
H -1.7073 2.3032 -1.7769 0.114
H -5.3017 -2.0980 5.1482 0.127
H -1.0311 -5.5700 4.3230 0.128
H 7.5717 4.2769 -9.6388 0.124
H 1.4343 0.7209 7.7855 0.126
H 4.7763 1.3626 -4.0353 0.121
H 4.4648 2.9811 -5.9068 0.078
H 0.3125 -4.0407 5.7599 0.115
H 7.4544 6.4798 -5.1220 0.122
H -3.2652 -3.5341 5.0898 0.114
H 0.6691 -0.0189 -4.5338 0.047
H -2.0759 2.3600 9.8002 0.122
H 0.3490 1.5856 -6.4027 0.115
H -3.8640 3.1096 -0.8090 0.123
H 0.2308 -4.0709 -1.4163 0.093
H -2.7112 -5.1211 -1.7327 0.111
H -2.2215 -6.3716 -2.8763 0.099
H 5.9943 3.4440 -7.8973 0.120
H -4.5490 -1.1975 9.3505 0.124
H -0.0449 -6.0792 -1.2742 0.057
H -2.5078 -2.6345 9.2910 0.124
H -0.0397 -0.2552 6.0167 0.088
H 9.0334 7.3145 -6.8676 0.123

=====

Across the entries above, F_max takes the values 1.2; 1.5; 0.4 eV Å⁻¹, respectively.